1.
{"formula": "C24H58HgP2Si4", "method": "ωB97M-V/def2-TZVPD", "lumo_energy_ha": 0.024, "total_charge": 0, "homo_ev": -7.2, "species": ["P", "P", "C", "C", "H", "H", "H", "H", "C", "H", "H", "H", "C", "H", "H", "H", "C", "H", "H", "H", "C", "H", "H", "H", "Hg", "C", "C", "C", "C", "C", "C", "C", "C", "C", "H", "H", "H", "H", "H", "H", "H", "H", "H", "H", "H", "H", "H", "H", "H", "C", "Si", "C", "C", "Si", "Si", "C", "C", "C", "Si", "C", "C", "C", "H", "H", "H", "H", "H", "H", "H", "H", "H", "H", "H", "H", "H", "H", "H", "H", "H", "H", "H", "H", "H", "H", "H", "H", "H", "H", "H"], "coordinates": [[1.931, 5.903, -1.762], [0.512, 4.647, -4.347], [2.127, 6.794, -3.376], [1.061, 6.421, -4.426], [3.142, 6.559, -3.738], [2.091, 7.865, -3.131], [0.155, 7.035, -4.297], [1.441, 6.583, -5.445], [1.834, 3.871, -5.358], [1.561, 2.822, -5.528], [2.796, 3.904, -4.836], [1.911, 4.393, -6.320], [-0.883, 4.566, -5.526], [-0.574, 4.929, -6.518], [-1.715, 5.172, -5.143], [-1.209, 3.518, -5.597], [3.414, 6.372, -0.812], [3.394, 5.842, 0.150], [3.423, 7.457, -0.641], [4.314, 6.067, -1.364], [0.639, 6.924, -0.964], [-0.312, 6.844, -1.502], [0.976, 7.967, -0.947], [0.490, 6.564, 0.061], [-0.152, -1.075, 1.078], [-0.388, 1.839, -2.658], [0.927, 1.736, -2.918], [2.045, 2.616, -2.458], [2.655, 2.440, -1.056], [2.010, 3.308, -0.021], [0.732, 3.747, 0.016], [-0.251, 3.858, -1.105], [-1.019, 2.579, -1.520], [0.386, 0.539, 2.371], [-1.083, 1.218, -3.244], [1.247, 0.948, -3.614], [1.789, 3.691, -2.544], [2.852, 2.487, -3.194], [2.649, 1.366, -0.799], [3.718, 2.735, -1.121], [2.603, 3.427, 0.898], [0.299, 3.988, 1.000], [0.219, 4.245, -2.034], [-0.993, 4.631, -0.838], [-1.119, 1.915, -0.633], [-2.043, 2.878, -1.802], [-0.497, 0.849, 2.942], [0.753, 1.384, 1.774], [1.179, 0.209, 3.060], [-3.827, -1.479, 0.173], [-3.112, -2.889, -0.850], [-4.023, -4.501, -0.490], [-3.366, -2.478, -2.672], [-0.861, -3.093, -0.229], [-0.559, -4.812, 1.309], [-1.093, -6.514, 0.713], [1.276, -4.877, 1.735], [-1.549, -4.404, 2.860], [0.484, -3.608, -2.067], [0.591, -5.486, -2.250], [-0.126, -2.899, -3.698], [2.172, -2.881, -1.687], [-4.918, -1.465, 0.025], [-3.425, -0.506, -0.143], [-3.623, -1.604, 1.245], [-5.090, -4.296, -0.667], [-3.709, -5.306, -1.171], [-3.904, -4.852, 0.544], [-2.770, -1.606, -2.973], [-3.117, -3.316, -3.336], [-4.430, -2.231, -2.816], [-0.527, -6.880, -0.150], [-0.908, -7.196, 1.556], [-2.161, -6.563, 0.467], [1.608, -3.935, 2.189], [1.420, -5.679, 2.475], [1.918, -5.085, 0.869], [-1.030, -3.660, 3.481], [-2.549, -4.017, 2.619], [-1.665, -5.320, 3.461], [-0.395, -5.937, -2.434], [1.227, -5.677, -3.127], [1.045, -5.982, -1.381], [-0.288, -1.816, -3.619], [0.650, -3.071, -4.460], [-1.057, -3.362, -4.049], [2.125, -1.783, -1.669], [2.568, -3.223, -0.723], [2.877, -3.177, -2.479]], "mulliken_charge": [1.620, 1.618, -1.120, -1.255, 0.394, 0.539, 0.399, 0.551, -1.393, 0.343, 0.262, 0.506, -1.402, 0.410, 0.389, 0.344, -1.451, 0.330, 0.420, 0.381, -1.496, 0.282, 0.497, 0.366, 0.581, -0.523, -0.463, -0.274, -0.765, -0.613, -0.252, -0.025, -0.790, -1.017, 0.553, 0.561, -1.277, 0.676, 0.211, 0.406, 0.556, 0.395, -1.154, 0.560, 0.182, 0.439, 0.311, 0.023, 0.379, -0.984, 0.464, -1.078, -1.004, -0.013, 0.179, -0.993, -1.068, -1.078, 0.396, -1.126, -0.917, -0.693, 0.358, 0.206, 0.269, 0.379, 0.300, 0.255, 0.197, 0.248, 0.369, 0.309, 0.401, 0.265, 0.284, 0.362, 0.249, 0.310, 0.275, 0.353, 0.313, 0.408, 0.245, 0.073, 0.403, 0.288, -0.039, 0.266, 0.360]}

---

2.
{"formula": "C24H58N2O6", "method": "ωB97M-V/def2-TZVPD", "lumo_energy_ha": 0.002, "total_charge": 0, "homo_ev": -7.8, "species": ["C", "C", "C", "C", "C", "C", "N", "O", "C", "C", "C", "H", "H", "H", "H", "H", "H", "H", "H", "H", "H", "H", "H", "H", "H", "H", "H", "H", "H", "H", "C", "C", "C", "C", "C", "C", "N", "O", "C", "C", "C", "H", "H", "H", "H", "H", "H", "H", "H", "H", "H", "H", "H", "H", "H", "H", "H", "H", "H", "H", "C", "C", "O", "H", "H", "H", "H", "H", "H", "C", "C", "O", "H", "H", "H", "H", "H", "H", "C", "O", "H", "H", "H", "H", "C", "O", "H", "H", "H", "H"], "coordinates": [[10.141, 6.680, 21.862], [8.635, 7.111, 21.971], [8.649, 8.224, 23.159], [9.218, 9.548, 22.846], [8.521, 10.109, 21.598], [8.509, 9.176, 20.342], [8.149, 7.777, 20.742], [8.003, 6.847, 19.701], [7.276, 9.647, 19.505], [9.882, 9.218, 19.530], [7.699, 5.938, 22.394], [10.830, 7.329, 22.403], [10.440, 6.596, 20.817], [10.251, 5.671, 22.259], [7.681, 8.223, 23.660], [9.204, 7.920, 24.046], [10.266, 9.395, 22.590], [9.236, 10.084, 23.795], [8.933, 11.074, 21.301], [7.527, 10.318, 21.991], [6.284, 9.479, 19.925], [7.225, 10.727, 19.373], [7.218, 9.090, 18.570], [10.549, 8.625, 20.156], [9.789, 8.763, 18.545], [10.254, 10.239, 19.444], [8.039, 5.487, 23.326], [7.561, 5.196, 21.607], [6.734, 6.427, 22.525], [7.085, 6.578, 19.784], [4.607, 15.689, 23.056], [5.587, 15.384, 21.860], [6.708, 14.472, 22.411], [6.287, 13.055, 22.735], [5.665, 12.469, 21.450], [4.503, 13.256, 20.821], [4.928, 14.694, 20.719], [4.066, 15.504, 19.997], [4.474, 12.733, 19.333], [3.182, 12.969, 21.675], [6.294, 16.732, 21.429], [5.118, 15.908, 23.994], [4.023, 14.866, 23.467], [3.902, 16.473, 22.778], [7.513, 14.434, 21.677], [7.064, 14.934, 23.332], [5.627, 12.947, 23.595], [7.133, 12.399, 22.939], [5.370, 11.537, 21.931], [6.454, 12.154, 20.767], [5.437, 12.449, 18.909], [3.906, 11.802, 19.323], [3.899, 13.417, 18.708], [3.357, 12.914, 22.749], [2.506, 13.816, 21.561], [2.652, 12.053, 21.413], [7.170, 16.616, 20.791], [6.729, 17.122, 22.350], [5.687, 17.476, 20.914], [4.391, 15.365, 19.104], [7.611, 12.409, 18.774], [7.408, 13.783, 18.310], [8.529, 14.529, 18.615], [8.647, 12.173, 18.533], [7.019, 11.763, 18.126], [7.494, 12.249, 19.846], [6.478, 14.102, 18.780], [7.223, 13.850, 17.238], [8.366, 15.461, 18.451], [5.150, 13.591, 16.334], [3.640, 13.275, 16.387], [3.427, 11.921, 16.725], [5.660, 13.469, 17.289], [5.446, 14.594, 16.024], [5.636, 12.975, 15.577], [3.348, 13.387, 15.343], [3.084, 14.002, 16.978], [3.700, 11.376, 15.983], [8.691, 16.929, 17.934], [7.544, 16.219, 18.274], [9.164, 16.456, 17.074], [8.497, 17.900, 17.478], [9.452, 16.875, 18.713], [6.791, 16.746, 17.999], [9.390, 12.845, 20.824], [9.338, 14.217, 20.553], [8.415, 12.488, 21.156], [9.551, 12.341, 19.871], [10.127, 12.518, 21.557], [8.634, 14.346, 19.913]], "mulliken_charge": [-1.877, 1.693, -1.522, -0.775, 1.046, 1.146, 0.631, -0.522, -1.391, -1.536, -1.925, 0.308, 0.383, 0.473, 0.403, 0.491, 0.238, 0.388, -0.145, -0.094, 0.491, -0.104, 0.616, 0.462, 0.319, 0.325, 0.447, 0.386, 0.453, 0.341, -1.786, 1.147, -1.172, -1.158, -0.502, 2.327, 0.951, -0.670, -1.991, -1.990, -1.700, 0.404, 0.327, 0.379, 0.373, 0.656, 0.698, 0.334, 0.617, -0.718, 0.023, 0.592, 0.345, 0.332, 0.461, 0.401, 0.124, 0.471, 0.343, 0.297, -1.114, -0.958, -0.908, 1.121, 1.065, -0.581, 0.017, 0.530, 1.145, -0.894, -0.738, -0.493, 0.333, 0.364, 0.457, 0.475, 0.341, 0.325, -1.450, -0.331, 0.328, 0.378, 0.302, 0.330, -1.570, -0.577, -0.120, 0.649, 0.587, -0.076]}

---

Sequential energy relative to the best compared isomer or geometry (same formula, charge and spin) output: 0.0000 8.4758 eV